[1]
{"formula": "H17O9Pb", "method": "ωB97M-V/def2-TZVPD", "elements": ["H", "H", "H", "H", "O", "H", "H", "H", "H", "H", "H", "O", "H", "O", "O", "H", "H", "H", "O", "H", "O", "H", "Pb", "H", "O", "O", "O"], "positions_angstrom": [[-0.9748, -3.0178, -1.0670], [2.0702, 0.3195, -1.4884], [-2.2692, 2.0600, -0.4465], [0.0685, -0.2293, -1.0712], [-3.3909, -0.7579, 0.8814], [-0.7365, 2.5462, 1.6201], [-0.6256, -0.9495, -2.3545], [0.5343, 3.3374, 2.0342], [0.3384, -0.7454, 0.2616], [-3.4439, -0.9066, -0.0568], [0.8464, 1.4868, 0.1363], [0.0482, -0.3253, -2.0275], [-1.2121, 1.1461, 0.3723], [-1.9977, 1.7402, 0.3896], [-0.4063, 3.2200, 2.1772], [-0.2445, -3.7677, -0.0768], [1.8228, 2.1204, -0.8029], [1.9917, -3.2278, 1.1596], [1.6924, -2.3434, 0.8696], [-2.7666, -0.0510, 0.9763], [0.1139, 0.1343, 0.5477], [1.0196, -2.5165, 0.1530], [1.0311, -0.5804, 2.4966], [2.9095, 0.9833, -2.6328], [2.8805, 0.8619, -1.6551], [1.2044, 2.3320, -0.1019], [-0.5040, -2.8697, -0.2939]], "forces_ev_per_a": [[-1.610, 0.049, -2.602], [1.028, 0.515, -0.812], [0.080, 0.364, -1.409], [-1.032, 0.152, -0.714], [-0.229, -1.080, 0.559], [-0.611, -0.575, -1.400], [0.464, 0.603, 0.612], [0.029, 0.010, -0.561], [-0.375, -0.774, -0.616], [-0.188, -0.006, -0.506], [-0.126, -0.168, -0.071], [0.237, -0.413, -1.152], [-0.995, 0.782, -1.035], [0.602, -1.154, 2.181], [0.593, 0.803, 2.097], [-0.233, -0.530, 0.397], [0.534, 0.213, -0.304], [0.121, 0.546, -0.111], [0.034, -0.334, 0.507], [0.211, 1.070, -0.062], [0.876, -1.515, 3.128], [0.273, 0.209, 0.164], [-0.500, 0.868, -1.102], [-0.105, -0.233, 1.014], [-0.719, -0.582, -0.671], [0.196, 1.222, 0.365], [1.447, -0.040, 2.104]], "lowdin_charge": [0.053, 0.020, 0.060, -0.047, -0.041, -0.062, 0.066, 0.024, -0.095, 0.024, -0.087, -0.036, -0.009, -0.037, -0.033, 0.090, 0.002, 0.104, -0.196, -0.031, -0.487, 0.023, 1.717, 0.090, -0.070, -0.052, 0.010], "total_energy_ev": -23942.87793, "e_homo_ev": -13.46, "total_charge": 1}


[2]
{"formula": "H18HeKrO9", "method": "ωB97M-V/def2-TZVPD", "elements": ["H", "H", "H", "H", "H", "H", "O", "H", "H", "H", "H", "H", "H", "H", "He", "O", "H", "O", "Kr", "H", "H", "H", "O", "O", "O", "O", "H", "O", "O"], "positions_angstrom": [[4.2838, 0.1887, 0.7722], [1.3576, -3.2640, -2.4002], [-2.9212, 1.3991, -2.0843], [1.0537, 2.1715, -0.8982], [-1.8769, 0.8633, 3.1317], [0.1490, -1.0556, -2.6392], [-0.4022, -0.2753, -2.5793], [1.6983, -2.5008, 1.6734], [1.0396, 2.8724, 1.4148], [-0.1760, 0.2384, -3.3547], [1.0999, 3.3582, 2.8474], [-0.4452, 1.2796, 2.8691], [-4.7529, -0.6819, 0.6105], [3.2385, 0.4880, -0.2812], [-0.5539, -0.3243, 0.0566], [1.7848, -2.4136, -2.5032], [1.7690, -1.3266, 2.6264], [3.8789, -0.1723, -0.0164], [-2.6528, -2.5201, 1.2385], [2.2531, -2.2789, -1.6793], [-3.9910, 0.1718, -0.3808], [-2.2226, 0.1605, -2.6034], [-4.5639, 0.2287, 0.3839], [0.8301, 2.6122, 2.3118], [-3.0279, 0.4523, -2.1763], [1.5972, -2.2678, 2.5963], [0.9641, 0.6936, -1.2142], [-0.9764, 0.5404, 3.1650], [1.5654, 1.3626, -0.8869]], "forces_ev_per_a": [[0.139, -0.016, 0.193], [-0.092, -0.328, -0.034], [-0.097, 0.271, 0.034], [-0.071, 0.162, -0.109], [-0.269, -0.021, -0.027], [0.494, -0.694, -0.013], [-0.121, 0.514, 0.110], [0.052, -0.027, -0.187], [0.068, -0.114, -0.241], [0.218, 0.128, -0.337], [0.031, 0.164, 0.272], [0.333, 0.341, -0.152], [-0.067, -0.150, 0.068], [-0.425, 0.379, -0.184], [-0.027, -0.024, 0.086], [-0.372, 0.296, -0.223], [-0.071, 0.292, 0.037], [0.181, -0.431, -0.027], [0.063, -0.061, 0.032], [0.338, 0.167, 0.290], [0.321, -0.065, -0.520], [0.436, -0.425, 0.137], [-0.257, 0.262, 0.380], [-0.009, -0.039, 0.011], [-0.668, 0.171, 0.110], [0.006, -0.266, 0.154], [-0.455, -0.381, -0.223], [-0.106, -0.381, 0.158], [0.429, 0.277, 0.207]], "lowdin_charge": [0.031, 0.050, 0.044, 0.043, 0.027, 0.018, -0.075, 0.016, 0.030, 0.069, 0.054, -0.032, -0.025, -0.022, 0.147, -0.032, 0.024, -0.058, 0.081, 0.040, -0.028, -0.013, -0.092, -0.030, -0.053, -0.054, -0.022, -0.081, -0.056], "total_energy_ev": -93728.45861, "e_homo_ev": -10.73}


> Number 1 is which compound?

H17O9Pb